The following is a quantum chemistry calculation of a molecular structure, C43H42LuN7O4SeTe in a non-equilibrium geometry, from the OMol25 dataset.

Computed properties:
* E_HOMO (alpha / beta): -3.823 / -4.768 eV
* spin multiplicity: 2
* Kohn-Sham gap (alpha / beta): 0.211 / 0.231 Ha
* maximum force: 0.039 Eh/bohr
* total energy: -170157.596 eV
* charge: -1

Last column: Mulliken charge in e.
Atoms and positions in Å:
1 Lu -1.169 1.610 -2.151  1.635
2 Te -0.025 -1.357 0.477  0.700
3 Se -5.230 2.595 -5.171  -0.287
4 O -0.328 -0.016 -3.373  -0.923
5 O 3.258 -1.868 -2.257  -0.724
6 O -1.498 -2.434 -0.409  -0.446
7 O -0.751 3.542 -2.915  -1.030
8 N 1.163 1.256 -1.830  1.329
9 N -3.240 1.647 -3.245  -0.750
10 N -1.188 5.387 1.881  -0.140
11 N -0.196 2.731 -0.332  1.407
12 N -2.305 3.386 0.190  -0.508
13 N 1.771 0.203 -2.470  -1.688
14 N -1.694 -0.224 -0.624  -0.620
15 C 2.619 -1.728 2.299  -1.512
16 C 1.566 -4.541 -4.016  -0.522
17 C -0.101 -4.912 -0.720  -1.255
18 C -3.217 -1.649 -1.931  -1.611
19 C 1.570 6.091 -4.042  -0.572
20 C -0.141 5.678 0.894  0.716
21 C 1.794 4.015 0.510  -0.565
22 C 1.228 5.035 1.168  -1.597
23 C 1.038 6.495 -1.740  -1.098
24 C -2.349 -0.897 4.855  0.472
25 C 0.152 5.406 -1.693  0.113
26 C -0.969 -1.332 2.417  0.524
27 C 0.691 5.008 -4.029  -0.560
28 C -2.563 5.288 1.598  -0.665
29 C -0.789 -0.115 3.133  1.067
30 C 1.150 2.980 -0.312  1.014
31 C 0.852 -0.475 -3.145  0.287
32 C 0.280 -2.547 -4.308  -0.447
33 C 0.009 4.605 -2.866  0.529
34 C 1.736 6.803 -2.886  -0.816
35 C -2.022 -3.726 2.421  -1.277
36 C -3.072 4.356 0.759  -0.706
37 C -1.065 3.735 -0.127  -0.090
38 C -4.038 2.006 -4.001  -0.001
39 C -1.804 -2.344 2.950  1.210
40 C -0.682 5.166 -0.437  -0.068
41 C 2.320 -2.487 -2.989  0.222
42 C 2.754 -5.476 1.691  0.260
43 C 1.127 -3.292 0.861  -0.142
44 C 0.472 -3.896 -4.555  -0.735
45 C -2.449 -2.093 4.175  -1.009
46 C -3.184 -0.624 6.066  -1.666
47 C 2.222 -3.102 1.730  0.968
48 C 0.901 -4.583 0.349  1.717
49 C 1.888 2.015 -1.051  -1.349
50 C 2.468 -3.849 -3.212  -0.444
51 C -1.467 0.057 4.336  -1.022
52 C 3.014 -4.167 2.113  -0.848
53 C 1.715 -5.636 0.783  -0.790
54 C -2.156 -1.343 -0.959  0.957
55 C 1.175 -1.845 -3.512  0.717
56 C 3.676 -6.615 2.085  -1.567
57 C 0.062 1.054 2.687  -1.956
58 H -4.133 4.311 0.557  0.419
59 H 2.934 -0.917 -2.128  0.528
60 H -2.583 -0.204 6.881  0.356
61 H -3.128 -2.873 4.544  0.202
62 H 1.534 -6.627 0.385  0.416
63 H 3.602 -1.833 2.709  0.545
64 H 2.974 1.965 -1.068  0.362
65 H 4.073 -7.146 1.226  0.365
66 H 0.004 6.765 0.792  0.569
67 H -3.740 -1.484 6.405  0.360
68 H -2.724 -1.687 -2.922  0.170
69 H 1.899 5.573 1.819  0.393
70 H 0.177 1.783 3.497  0.501
71 H 2.668 -0.955 1.518  0.033
72 H -0.363 1.590 1.850  0.282
73 H -0.241 -4.421 -5.194  0.379
74 H 1.063 0.769 2.411  0.252
75 H 2.380 7.700 -2.872  0.317
76 H 0.516 4.437 -4.927  0.464
77 H -3.914 0.164 5.784  0.318
78 H 3.210 -7.311 2.761  0.304
79 H -2.279 -3.746 1.363  0.029
80 H 1.729 -5.584 -4.247  0.404
81 H 1.210 7.100 -0.871  0.208
82 H -1.123 -5.086 -0.341  0.265
83 H -1.104 -4.313 2.554  0.229
84 H -3.256 5.941 2.089  0.385
85 H -1.062 5.881 2.748  0.335
86 H 3.837 -3.955 2.774  0.330
87 H -1.349 0.997 4.865  0.367
88 H -3.664 -2.630 -1.803  0.424
89 H -3.976 -0.896 -1.926  0.412
90 H -0.163 -4.125 -1.484  -0.162
91 H -1.620 5.682 -0.582  0.957
92 H -0.551 -2.011 -4.714  0.615
93 H 4.554 -6.232 2.605  0.359
94 H 2.849 3.824 0.668  0.408
95 H 3.332 -4.297 -2.778  0.479
96 H 2.097 6.349 -4.969  0.354
97 H -2.831 -4.182 2.977  0.446
98 H 1.950 -1.448 3.117  0.276
99 H 0.234 -5.847 -1.198  0.506

***

The following is a quantum chemistry calculation of a molecular structure, C38H50N9O3SV, from the OMol25 dataset.

Computed properties:
* E_HOMO (alpha / beta): -8.666 / -9.557 eV
* spin multiplicity: 4
* Kohn-Sham gap (alpha / beta): 0.241 / 0.263 Ha
* maximum force: 0.005 Eh/bohr
* total energy: -96292.585 eV
* charge: +1

Last column: Mulliken charge in e.
Atoms and positions in Å:
1 V 0.416 -0.420 -0.590  0.332
2 S 0.772 1.553 -2.053  -0.670
3 O 1.291 -1.936 -1.841  0.394
4 O -0.340 -2.043 0.579  1.241
5 O -1.412 -0.646 -1.649  -0.526
6 N 3.937 -1.018 -1.731  -0.744
7 N 0.019 -4.556 2.895  -0.144
8 N -0.390 -3.282 2.515  0.971
9 N -1.368 3.148 -2.056  -0.461
10 N -2.955 -1.198 -0.092  0.302
11 N -0.138 1.229 0.538  1.612
12 N 1.817 -0.337 1.086  0.240
13 N -0.952 2.162 -0.049  -1.350
14 N 6.272 -0.294 -1.328  -0.088
15 C -4.149 -1.947 0.273  -0.958
16 C 1.477 -1.414 -4.228  -1.319
17 C -3.503 -1.473 -2.446  -1.196
18 C 0.375 1.463 1.698  0.087
19 C 0.027 -3.041 1.219  -0.344
20 C 2.758 -1.247 1.349  -0.507
21 C 0.315 -4.764 4.306  -1.088
22 C 0.759 4.539 3.842  -0.931
23 C -1.529 -2.677 3.120  -0.591
24 C 5.037 -0.709 -1.561  0.408
25 C -2.606 -3.449 3.533  0.420
26 C -3.746 -1.446 4.232  -0.818
27 C 6.643 -0.097 0.084  -0.823
28 C 7.879 -2.147 -1.600  -0.482
29 C -0.605 2.312 -1.312  0.539
30 C -3.710 -2.828 4.101  -0.769
31 C 2.935 -0.542 3.616  -1.089
32 C 3.351 -1.382 2.592  -1.230
33 C -1.578 4.011 3.658  -1.006
34 C -3.978 -3.453 0.054  -0.101
35 C -2.666 -0.682 3.809  -0.659
36 C 0.798 -2.244 -3.160  0.202
37 C 8.300 -1.967 -0.141  -0.799
38 C -0.563 4.817 4.156  -0.472
39 C 0.835 -4.159 0.849  -0.944
40 C 1.956 0.401 3.357  -0.594
41 C -1.273 2.927 2.850  -0.164
42 C 0.053 2.633 2.544  -0.504
43 C 1.066 3.447 3.043  -0.022
44 C 1.564 -6.308 2.071  -1.736
45 C 7.349 -0.838 -2.172  -0.892
46 C 1.415 0.487 2.078  0.612
47 C -1.547 -1.296 3.265  -0.482
48 C 7.155 -1.395 0.695  -0.183
49 C 0.825 -5.028 1.897  0.404
50 C -3.273 -3.774 -1.264  -0.168
51 C -3.827 -2.992 -2.456  -0.944
52 C -2.539 -1.079 -1.356  0.592
53 H 7.096 -2.908 -1.669  0.274
54 H 0.889 -7.114 2.358  0.368
55 H 1.600 1.066 4.131  0.708
56 H 0.308 -5.832 4.509  0.408
57 H 2.054 -6.579 1.139  0.415
58 H 3.365 -0.622 4.606  0.481
59 H 1.552 5.174 4.215  0.426
60 H 1.312 -4.278 -0.109  0.640
61 H -0.461 -4.297 4.905  0.388
62 H 4.118 -2.128 2.748  0.656
63 H -4.611 -0.967 4.670  0.443
64 H -4.968 -3.916 0.073  0.438
65 H 7.481 -1.209 1.721  0.427
66 H -3.045 -1.168 -3.383  0.325
67 H 2.232 -1.662 -1.896  0.288
68 H 2.098 3.236 2.788  0.513
69 H -2.201 -3.570 -1.164  -0.313
70 H -3.361 -4.843 -1.466  0.615
71 H -0.803 5.668 4.780  0.404
72 H 1.323 -0.352 -4.042  0.199
73 H -4.373 -1.728 1.317  0.426
74 H 7.422 0.668 0.101  0.303
75 H -3.410 -3.881 0.883  -0.076
76 H -4.909 -3.132 -2.504  0.349
77 H 9.154 -1.283 -0.094  0.341
78 H -2.683 0.395 3.917  0.496
79 H -2.611 4.234 3.891  0.419
80 H -2.241 -1.080 0.614  -0.391
81 H 5.776 0.295 0.614  0.376
82 H 0.953 -3.311 -3.336  0.312
83 H -4.548 -3.427 4.432  0.408
84 H 2.327 -6.215 2.846  0.334
85 H -0.271 -2.047 -3.142  -0.087
86 H 1.059 -1.660 -5.205  0.446
87 H 3.047 -1.883 0.522  0.659
88 H -2.580 -4.524 3.407  0.473
89 H -2.062 2.316 2.430  0.702
90 H -4.987 -1.573 -0.316  0.421
91 H 6.965 -0.959 -3.184  0.441
92 H -0.691 -0.717 2.953  0.755
93 H 8.137 -0.083 -2.200  0.344
94 H -1.998 3.761 -1.565  0.248
95 H -4.413 -0.882 -2.328  0.531
96 H 2.549 -1.618 -4.259  0.343
97 H 6.332 -2.117 0.740  0.096
98 H -3.423 -3.423 -3.372  0.426
99 H -0.992 3.461 -2.933  0.247
100 H 8.719 -2.492 -2.204  0.368
101 H 8.635 -2.917 0.275  0.346
102 H 1.285 -4.341 4.581  0.289

***

The following is a quantum chemistry calculation of a molecular structure, C53H43AuBrN7OP, from the OMol25 dataset.

Computed properties:
* E_HOMO (alpha / beta): -14.831 / -14.344 eV
* spin multiplicity: 3
* Kohn-Sham gap (alpha / beta): 0.278 / 0.111 Ha
* maximum force: 0.006 Eh/bohr
* total energy: -151138.006 eV
* charge: +3

Last column: Mulliken charge in e.
Atoms and positions in Å:
1 Au 0.714 0.140 -0.683  0.908
2 Br 2.461 -2.855 -0.463  0.100
3 P -0.958 -0.935 2.178  -0.394
4 O 5.547 -1.286 -4.234  -0.510
5 N 1.395 -0.396 3.506  0.315
6 N -0.785 -1.743 -0.553  0.897
7 N -0.965 1.026 0.182  -0.054
8 N -2.142 -2.962 0.698  0.302
9 N -2.561 1.384 1.640  0.369
10 N 1.575 0.065 1.368  0.338
11 N 2.335 -0.448 -1.834  0.252
12 C -1.262 2.826 -1.448  -0.107
13 C 0.790 -0.501 2.293  -0.549
14 C -3.462 1.171 2.779  -1.017
15 C -2.709 -5.414 -1.903  -0.120
16 C -3.691 3.391 0.655  0.274
17 C 2.588 0.251 3.336  0.691
18 C -4.509 -4.563 -0.526  -0.364
19 C -4.284 3.703 -0.583  -0.238
20 C -4.824 -6.549 -1.838  -0.460
21 C -2.677 2.363 0.694  1.090
22 C -5.643 5.358 0.496  -0.403
23 C -1.200 -1.965 0.700  -0.850
24 C -0.060 -2.462 -3.405  0.034
25 C -5.320 -5.600 -0.951  -0.793
26 C 3.009 -1.604 -1.746  -0.075
27 C 2.753 0.462 -2.738  -0.517
28 C -0.469 4.135 -3.763  -0.472
29 C 3.816 0.255 -3.578  -0.780
30 C -1.460 -2.579 -1.365  -0.728
31 C 4.116 2.538 1.672  -0.515
32 C -0.537 2.744 -3.747  -0.943
33 C 5.587 1.246 -0.301  -0.853
34 C 2.691 0.538 1.990  -0.664
35 C 3.164 1.202 5.567  -0.143
36 C 4.504 -0.960 -3.485  0.532
37 C 4.866 0.081 4.275  -0.194
38 C 3.790 1.236 1.302  0.245
39 C -4.089 4.084 1.811  -0.384
40 C -0.924 2.088 -2.593  -0.693
41 C 5.896 2.552 0.055  -0.549
42 C -5.049 5.070 1.724  -0.820
43 C 5.788 0.332 5.279  -0.864
44 C 4.089 1.452 6.568  -0.795
45 C 5.399 1.015 6.424  -0.446
46 C 5.164 3.194 1.045  -0.846
47 C -2.323 -2.566 -5.013  -0.887
48 C -2.319 -3.376 -0.583  0.806
49 C 0.927 -0.989 4.763  -1.011
50 C 4.536 0.589 0.322  -0.044
51 C -3.196 -4.463 -0.998  0.167
52 C -1.063 -2.468 -5.588  -0.578
53 C -5.266 4.671 -0.653  -0.892
54 C -1.636 2.114 -0.242  0.224
55 C 3.548 0.511 4.420  -0.080
56 C 0.069 -2.421 -4.783  -0.693
57 C -1.208 4.224 -1.478  -0.172
58 C -3.520 -6.457 -2.311  -0.854
59 C -1.519 0.576 1.313  -0.336
60 C -2.716 -3.594 1.891  -1.067
61 C -0.802 4.870 -2.632  -0.823
62 C -2.456 -2.619 -3.635  -0.399
63 C -1.323 -2.562 -2.822  0.419
64 C 4.085 -1.904 -2.545  -0.670
65 H -0.318 2.180 -4.644  0.547
66 H 2.147 1.563 5.674  0.452
67 H -1.693 -5.342 -2.268  0.531
68 H 4.606 -2.845 -2.452  0.629
69 H -5.457 -7.363 -2.162  0.435
70 H 6.808 -0.006 5.169  0.447
71 H 4.336 -0.451 0.100  0.742
72 H -1.054 1.009 -2.608  1.038
73 H 0.195 -0.346 5.246  0.315
74 H -4.908 -3.814 0.147  0.460
75 H 6.186 0.729 -1.039  0.527
76 H -6.339 -5.669 -0.596  0.436
77 H -3.204 -2.607 -5.639  0.476
78 H -4.476 1.409 2.469  0.454
79 H -5.741 4.891 -1.598  0.462
80 H -2.983 -4.616 1.636  0.493
81 H 0.496 -1.966 4.561  0.375
82 H 2.202 1.393 -2.768  0.453
83 H -3.402 0.127 3.074  0.365
84 H -3.613 3.887 2.761  0.458
85 H 1.052 -2.378 -5.235  0.508
86 H -3.138 -7.200 -2.996  0.455
87 H -3.603 -3.061 2.225  0.305
88 H -1.969 -3.605 2.679  0.396
89 H 1.787 -1.105 5.416  0.468
90 H 5.167 -0.450 3.381  0.501
91 H 5.788 -0.587 -4.858  0.345
92 H 0.818 -2.474 -2.775  0.418
93 H 6.721 3.063 -0.422  0.459
94 H 3.556 3.033 2.455  0.531
95 H -4.000 3.156 -1.471  0.589
96 H -3.440 -2.696 -3.189  0.576
97 H 4.107 1.023 -4.281  0.498
98 H -0.745 5.950 -2.651  0.468
99 H -0.168 4.648 -4.667  0.463
100 H -6.404 6.124 0.438  0.445
101 H -1.450 4.796 -0.592  0.576
102 H 3.790 1.991 7.456  0.429
103 H 6.120 1.209 7.206  0.436
104 H -3.171 1.801 3.615  0.350
105 H -5.337 5.622 2.607  0.446
106 H 5.416 4.204 1.337  0.461
107 H -0.964 -2.443 -6.665  0.463

***

The following is a quantum chemistry calculation of 14 unconnected molecules or ions with the total composition F6H26O13P in a non-equilibrium geometry, from the OMol25 dataset.

Computed properties:
* E_HOMO (alpha / beta): -11.093 / -10.981 eV
* spin multiplicity: 2
* Kohn-Sham gap (alpha / beta): 0.396 / 0.097 Ha
* maximum force: 0.036 Eh/bohr
* total energy: -52635.266 eV
* charge: 0

Last column: Mulliken charge in e.
Atoms and positions in Å:
1 P -0.162 -0.219 0.412  1.253
2 F 1.256 -1.106 0.535  -0.403
3 F -0.551 -0.862 -1.014  -0.271
4 F 0.225 0.347 1.880  -0.201
5 F -1.592 0.600 0.428  -0.381
6 F -0.853 -1.512 1.095  -0.362
7 F 0.603 1.048 -0.328  -0.308
8 O -0.771 3.694 -0.268  -0.646
9 O 0.696 -2.221 3.550  -0.649
10 O -3.186 0.016 3.044  -0.633
11 O 1.945 -0.823 -2.393  -0.594
12 O -0.741 -2.993 -2.779  -0.747
13 O -2.590 -3.576 1.745  -0.664
14 O 3.024 1.766 1.569  -0.493
15 O -0.431 2.498 -2.573  -0.857
16 O -3.098 1.135 -1.894  -0.720
17 O -1.610 -0.625 -3.538  -0.608
18 O 2.399 2.525 -2.729  -0.602
19 O 1.596 0.922 4.188  -0.473
20 O 4.163 -0.993 1.646  -0.526
21 H -2.111 -0.678 -4.352  0.256
22 H -2.900 0.900 -0.987  0.366
23 H -2.884 -0.009 2.136  0.327
24 H -1.371 2.525 -2.399  0.349
25 H -2.062 -2.821 1.486  0.456
26 H 1.093 -0.417 -2.553  0.257
27 H -0.736 -2.504 -1.956  0.301
28 H 3.613 -0.919 0.866  0.359
29 H 1.965 -0.973 -1.448  0.344
30 H -2.656 0.466 -2.417  0.398
31 H -0.450 2.937 -0.757  0.346
32 H -3.061 -3.283 2.525  0.322
33 H -1.431 -1.536 -3.307  0.377
34 H 4.688 -0.192 1.647  0.358
35 H -0.324 1.782 -3.201  0.280
36 H -2.448 -0.323 3.552  0.317
37 H 2.516 3.145 -3.449  0.301
38 H 1.490 0.395 3.396  0.290
39 H 2.527 0.997 1.846  0.270
40 H 2.757 1.911 0.661  0.434
41 H -0.858 3.379 0.632  0.358
42 H -0.549 -3.895 -2.524  0.335
43 H 0.027 -2.852 3.815  0.294
44 H 1.023 1.677 4.052  0.382
45 H 1.455 2.512 -2.575  0.454
46 H 0.363 -1.847 2.734  0.353

***

Question: Which value of maximum force does entry 4 give?
Answer: 0.036 Eh/bohr

***

Question: What is the formula in the third record?
Answer: C53H43AuBrN7OP

***

Question: Among the records above, which one has the highest charge?
Answer: C53H43AuBrN7OP

***

Question: The highest total energy belongs to which entry?
Answer: F6H26O13P